P.
50
Properties=species:S:1:pos:R:3 method="wB97M-V/def2-TZVPD" homo_energy_ha=-0.344 gap_ha=0.37071 smiles="CCc1cc(CNC(=O)NC[C@]23C[C@H]4C[C@H](C[C@H](C4)C2)C3)on1" lumo_energy_ev=0.74
O -1.299 -3.307 1.824
N -2.895 2.030 0.084
O -3.293 0.860 -0.625
C -1.748 -2.743 0.872
C -2.715 1.726 1.357
C -3.010 0.332 1.541
C -3.354 -0.157 0.311
N -3.094 -2.500 0.850
N -0.962 -2.374 -0.201
C -3.714 -1.545 -0.100
C -0.844 2.679 2.690
C -2.371 2.669 2.476
C 0.500 -2.510 -0.261
C 3.002 0.985 0.043
C 1.228 1.648 -1.532
C 3.118 0.217 -2.319
C 0.747 -0.044 0.297
C 2.760 -1.422 -0.520
C 0.878 -0.786 -2.118
C 1.482 1.245 -0.085
C 3.466 -0.117 -0.883
C 1.641 0.517 -2.492
C 1.211 -1.209 -0.640
H -2.934 -0.196 2.485
H -3.551 -2.690 1.748
H -1.372 -1.718 -0.806
H -4.777 -1.675 -0.170
H -3.366 -1.735 -1.131
H -0.472 1.667 2.918
H -0.616 3.337 3.507
H -0.351 3.057 1.789
H -2.747 3.651 2.195
H -2.899 2.297 3.358
H 0.744 -3.211 -1.065
H 0.885 -2.903 0.656
H 3.541 1.897 -0.199
H 3.232 0.771 1.091
H 1.783 2.554 -1.738
H 0.205 1.869 -1.729
H 3.430 -0.570 -2.996
H 3.675 1.095 -2.647
H 0.942 -0.342 1.313
H -0.317 0.147 0.245
H 3.135 -2.226 -1.197
H 2.982 -1.753 0.508
H 1.150 -1.603 -2.797
H -0.218 -0.583 -2.175
H 1.217 2.099 0.584
H 4.528 -0.241 -0.758
H 1.435 0.811 -3.555


Q.
50
Properties=species:S:1:pos:R:3 method="wB97M-V/def2-TZVPD" homo_energy_ha=-0.331 gap_ha=0.35469 smiles="CC(C)CNC(=O)[C@@H]1CCCN(C(=O)NCc2ccccc2)C1" lumo_energy_ev=0.64
C -0.220 -2.352 -1.075
H -0.518 -1.322 -1.263
H 0.823 -2.472 -1.360
H -0.831 -2.996 -1.705
C -0.421 -2.706 0.395
C 0.011 -4.145 0.663
H -0.597 -4.836 0.084
H 1.053 -4.286 0.385
H -0.099 -4.390 1.717
H 0.187 -2.033 1.010
C -1.890 -2.515 0.796
N -2.276 -1.122 0.785
C -3.136 -0.627 -0.115
O -3.695 -1.311 -0.955
C -3.473 0.871 -0.013
C -3.469 1.477 -1.422
C -2.035 1.622 -1.919
H -1.587 0.630 -2.009
C -1.202 2.465 -0.947
N -1.241 1.880 0.374
C -0.197 1.360 1.078
O -0.383 0.602 2.026
N 1.057 1.723 0.700
H 1.202 2.455 0.026
C 2.229 1.212 1.371
C 3.221 0.615 0.408
C 2.784 -0.062 -0.723
C 3.693 -0.622 -1.602
C 5.052 -0.512 -1.360
C 5.495 0.161 -0.234
C 4.585 0.724 0.643
H 4.935 1.250 1.520
H 6.554 0.251 -0.040
H 5.762 -0.949 -2.045
H 3.340 -1.146 -2.478
H 1.724 -0.152 -0.908
H 2.708 2.005 1.959
H 1.869 0.446 2.067
C -2.587 1.728 0.892
H -3.034 2.730 0.951
H -2.525 1.327 1.905
H -1.614 3.482 -0.899
H -0.178 2.526 -1.316
H -2.020 2.091 -2.904
H -3.954 2.456 -1.404
H -4.029 0.822 -2.089
H -4.495 0.906 0.381
H -1.732 -0.522 1.397
H -2.545 -3.040 0.097
H -2.049 -2.911 1.804


Which of them is most stable? Easy: Q.


P.
9
Properties=species:S:1:pos:R:3 method="wB97M-V/def2-TZVPD" homo_energy_ha=-0.391 gap_ha=0.41400 lumo_energy_ev=0.61
C 1.109 -2.169 0.110
C 1.787 1.242 0.075
C -0.535 1.781 -0.094
C 0.083 -1.577 -0.052
C -1.723 1.534 0.046
N 0.734 1.742 -0.047
H 1.896 -2.930 0.185
H -0.625 -0.862 -0.275
H -2.727 1.237 0.051


Q.
9
Properties=species:S:1:pos:R:3 method="wB97M-V/def2-TZVPD" homo_energy_ha=-0.311 gap_ha=0.32711 smiles="N=C=C1C2=C[C@H]12" lumo_energy_ev=0.44
C 1.034 -0.700 0.197
C 1.837 0.383 -0.244
C -0.224 -0.008 0.039
C 0.737 1.076 0.217
C -1.504 -0.005 -0.004
N -2.716 0.012 -0.006
H 1.233 -1.413 0.985
H 2.889 0.537 -0.346
H -3.287 0.117 -0.837


Which of them is most stable? Easy: Q.